1.
The following is a DFT calculation (wB97M-V/def2-TZVPD) of the molecule C23H19Cl2N3 at a distorted geometry.

Last column: natural (NBO) charge in e.
Element x y z (Å)
Cl (5.93904, 0.94998, -4.50977)  0.004
Cl (-4.93940, -3.24424, -3.52527)  0.011
N (-3.26807, -0.43401, 4.00755)  -0.466
C (-2.37985, -1.19956, 3.42500)  0.172
C (2.26446, 2.92832, 3.23659)  -0.362
C (-3.80952, 0.44529, 3.04021)  -0.104
C (0.71673, -0.68012, -0.34946)  -0.277
C (0.00104, 0.77472, 1.19799)  -0.052
C (1.54593, 0.41462, -0.42883)  0.120
C (-3.26313, 0.12574, 1.81856)  -0.102
C (2.59108, 2.74282, 1.91873)  -0.194
C (-0.27280, -0.46268, 0.67834)  -0.116
C (4.83478, 1.23517, -2.09052)  -0.214
C (3.38011, 0.26719, -3.67544)  -0.232
C (-3.52049, -1.36760, -2.12727)  -0.206
C (-3.49631, -3.61633, -1.23622)  -0.223
C (3.85933, 1.06728, -1.09403)  -0.201
C (2.37776, 0.11925, -2.71826)  -0.177
C (-2.61667, -0.98302, -1.10031)  -0.235
C (-2.63872, -3.22529, -0.19256)  -0.217
C (4.62126, 0.75167, -3.38267)  -0.025
C (-3.97686, -2.70671, -2.18005)  -0.046
C (2.62793, 0.52022, -1.39797)  -0.061
C (-2.18448, -1.89546, -0.12560)  0.062
N (1.12465, 1.33937, 0.54650)  -0.330
N (-2.31395, -0.87800, 2.06811)  -0.369
C (1.60431, 2.70919, 0.79754)  -0.252
C (-1.34877, -1.44637, 1.06626)  -0.075
H (-1.82551, -2.03249, 3.89151)  0.208
H (1.22421, 3.13111, 3.56383)  0.194
H (2.99124, 2.81428, 4.02048)  0.204
H (-4.43983, 1.32559, 3.21560)  0.215
H (0.79145, -1.64823, -0.91869)  0.230
H (-0.56404, 1.22207, 2.00652)  0.228
H (-3.43572, 0.64144, 0.89171)  0.227
H (3.62320, 2.50395, 1.71704)  0.194
H (5.81590, 1.64018, -1.91554)  0.225
H (3.20730, 0.02570, -4.68727)  0.223
H (-3.88415, -0.66699, -2.85647)  0.225
H (-3.79504, -4.67320, -1.31999)  0.229
H (4.06339, 1.41989, -0.09676)  0.214
H (1.38079, -0.16120, -3.06004)  0.231
H (-2.31670, 0.05367, -1.13386)  0.227
H (-2.32754, -3.92480, 0.56298)  0.219
H (0.74494, 3.29584, 1.05054)  0.217
H (2.08865, 3.09854, -0.08829)  0.224
H (-0.80196, -2.31681, 1.48956)  0.229

Cartesian forces (eV/Å) of the 3 atoms listed first:
Cl -0.5440 -0.2310 -0.1118
Cl -0.0146 0.0790 0.3086
N -0.4979 0.8664 0.2533

Output
HOMO level = -8.3 eV
energy above the lowest of the compared OMol25 structures with the same formula, charge and spin = 0.0 kcal/mol
SMILES string = C=CCn1cc([C@H](c2ccc(Cl)cc2)n2ccnc2)cc1-c1ccc(Cl)cc1
HOMO-LUMO gap = 8.83 eV
maximum force = 3.16 eV/A
multiplicity = 1

=====

2.
The following is a DFT calculation (wB97M-V/def2-TZVPD) of a structure of composition C23H19F3N3OReS2 at a distorted geometry.

Last column: natural (NBO) charge in e.
Element x y z (Å)
Re (0.08871, 0.15692, 0.26623)  1.378
C (4.42186, -0.28659, 0.26195)  -0.200
C (4.86443, 1.00819, 0.03567)  -0.077
C (3.93124, 2.03429, -0.03283)  -0.171
C (2.58565, 1.73914, 0.08172)  0.128
N (2.15346, 0.46553, 0.26088)  -0.519
C (3.06596, -0.51346, 0.38362)  0.082
C (1.50324, 2.73331, 0.03066)  0.282
C (1.69492, 4.09294, -0.10662)  -0.207
C (0.59322, 4.94013, -0.16891)  -0.038
C (-0.68490, 4.40058, -0.08593)  -0.212
C (-0.81844, 3.04046, 0.07233)  0.095
N (0.24626, 2.20986, 0.13871)  -0.537
H (5.11664, -1.10944, 0.35361)  0.273
H (5.91972, 1.22324, -0.06663)  0.273
H (4.26166, 3.05356, -0.17047)  0.258
H (2.68756, -1.49984, 0.60736)  0.219
H (2.69214, 4.50380, -0.16296)  0.264
H (0.73386, 6.00768, -0.27990)  0.276
H (-1.56718, 5.02263, -0.13663)  0.279
H (-1.79903, 2.59585, 0.16098)  0.232
F (-2.57421, -1.22704, 4.50298)  -0.302
C (-3.24165, -0.12104, 4.13800)  0.978
F (-4.45558, -0.14945, 4.65132)  -0.274
F (-2.57313, 0.93829, 4.62437)  -0.303
C (-3.27628, -0.03871, 2.62212)  -0.151
C (-4.46107, -0.01310, 1.89367)  -0.053
C (-4.40104, 0.06339, 0.50645)  -0.210
C (-3.16599, 0.10450, -0.12118)  0.082
N (-2.02710, 0.08420, 0.58089)  -0.527
C (-2.08262, 0.02355, 1.92832)  0.066
S (-0.43735, 0.05698, 2.55500)  0.392
H (-5.40723, -0.05367, 2.41906)  0.284
H (-5.30215, 0.09621, -0.09003)  0.278
H (-3.08047, 0.14308, -1.19944)  0.240
C (0.24212, -3.37033, -2.37156)  -0.786
S (0.88310, -3.04938, -0.72522)  1.226
O (0.00894, -1.84610, -0.23075)  -0.928
C (0.28270, -4.50950, 0.10556)  -0.203
C (1.28321, -5.37651, 0.52875)  -0.214
C (0.92369, -6.61863, 1.03091)  -0.180
C (-0.41951, -6.95766, 1.12973)  -0.125
C (-1.40606, -6.06052, 0.73160)  -0.177
C (-1.06526, -4.82263, 0.21184)  -0.235
H (-0.80909, -3.64442, -2.31046)  0.265
H (0.82140, -4.20164, -2.77434)  0.289
H (0.38777, -2.48617, -2.99131)  0.257
H (2.32869, -5.09623, 0.47228)  0.239
H (1.68990, -7.31405, 1.34374)  0.258
H (-0.70428, -7.92496, 1.52080)  0.257
H (-2.45034, -6.33228, 0.80452)  0.251
H (-1.83833, -4.12734, -0.09285)  0.228

Cartesian forces (eV/Å) of the 3 atoms listed first:
Re -0.9377 -1.7112 2.9817
C 0.0614 0.1032 -0.0168
C -0.0610 -0.0872 0.0387

Output
HOMO level (alpha / beta) = -17.4 / -17.4 eV
energy above the lowest of the compared OMol25 structures with the same formula, charge and spin = 18.8 kcal/mol
HOMO-LUMO gap (alpha / beta) = 5.28 / 5.90 eV
total charge = +3
maximum force = 3.56 eV/A
multiplicity = 2

=====

3.
The following is a DFT calculation (wB97M-V/def2-TZVPD) of a cluster of 2 separate species, C23H19F3NO4S in total at a distorted geometry.

Last column: natural (NBO) charge in e.
Element x y z (Å)
C (2.23122, -5.34043, -1.68437)  -0.629
C (1.33278, -4.17490, -1.40390)  -0.007
C (0.75901, -4.04033, -0.13189)  -0.211
C (-0.06121, -2.96349, 0.16172)  -0.151
C (-0.43209, -2.02981, -0.84523)  -0.129
C (-1.44490, -1.04193, -0.54797)  -0.038
C (-2.22272, -0.43850, -1.49880)  -0.182
N (-3.57157, -0.16029, -1.20296)  0.466
O (-4.35469, 0.31439, -2.07396)  -0.446
O (-3.93983, -0.41647, -0.02689)  -0.414
C (0.17049, -2.16304, -2.12495)  -0.108
C (1.03751, -3.22116, -2.38591)  -0.245
H (2.67246, -5.26264, -2.68140)  0.211
H (3.04031, -5.40624, -0.94836)  0.221
H (1.68589, -6.29060, -1.63598)  0.218
H (0.95848, -4.79802, 0.62884)  0.210
H (-0.48571, -2.83418, 1.16270)  0.228
H (-1.74484, -0.95135, 0.49243)  0.267
H (-1.85605, -0.17125, -2.49125)  0.215
H (-0.06857, -1.42780, -2.89621)  0.203
H (1.48968, -3.33654, -3.37370)  0.206
F (3.28062, 0.42731, 5.67935)  -0.342
C (3.30524, -0.47126, 4.64819)  0.983
F (4.58491, -0.50423, 4.17791)  -0.341
F (3.05174, -1.70395, 5.19842)  -0.350
C (2.31702, -0.11323, 3.57659)  -0.260
C (2.60284, -0.40295, 2.24328)  -0.169
C (1.69713, -0.03049, 1.26266)  -0.273
C (0.54246, 0.73618, 1.58520)  -0.008
C (-0.26970, 1.29698, 0.55724)  -0.800
S (-1.05686, 2.80638, 0.90514)  2.162
C (-1.39534, 3.46002, -0.74507)  -0.213
C (-0.77248, 4.61242, -1.23000)  -0.223
C (-1.13641, 5.09009, -2.49261)  -0.227
C (-2.10664, 4.42602, -3.25902)  -0.220
C (-2.68980, 3.25332, -2.77462)  -0.213
C (-2.33706, 2.79280, -1.50979)  -0.223
O (-2.34978, 2.57687, 1.50536)  -0.965
O (-0.16194, 3.78709, 1.46997)  -0.978
C (0.23963, 0.92217, 2.96865)  -0.220
C (1.12462, 0.51202, 3.94577)  -0.176
H (3.52914, -0.90756, 1.97604)  0.212
H (1.86929, -0.28029, 0.21043)  0.203
H (0.05559, 1.24847, -0.47900)  0.219
H (-0.02987, 5.12515, -0.62554)  0.241
H (-0.66103, 5.99357, -2.87183)  0.204
H (-2.41188, 4.82572, -4.22685)  0.204
H (-3.42925, 2.69239, -3.34790)  0.224
H (-2.79322, 1.90022, -1.09960)  0.232
H (-0.69886, 1.39290, 3.26607)  0.219
H (0.90426, 0.69047, 4.99361)  0.213

Cartesian forces (eV/Å) of the 3 atoms listed first:
C 0.1862 -0.2510 -0.1536
C -0.3935 0.2066 0.3077
C 0.1102 0.1238 -0.2397

Output
HOMO level = -3.6 eV
HOMO-LUMO gap = 5.02 eV
total charge = -1
maximum force = 2.27 eV/A
multiplicity = 1

=====

4.
The following is a DFT calculation (wB97M-V/def2-TZVPD) of the molecule C23H19FN4O3 at a distorted geometry.

Last column: natural (NBO) charge in e.
Element x y z (Å)
N (0.04448, 4.53921, -3.58246)  -0.277
O (-2.35549, -4.88865, 1.70172)  -0.591
F (0.36482, 2.33053, 1.56074)  -0.341
C (0.90027, 4.32198, -2.80079)  0.254
N (2.79507, 2.87758, 0.03864)  -0.357
N (2.96253, 4.92714, -1.86370)  -0.373
O (-0.51189, -5.93589, 2.52692)  -0.659
O (-1.83529, 0.56095, 1.41477)  -0.501
C (-1.25348, -4.87600, 2.21085)  0.780
C (3.85638, 3.72799, 0.00264)  -0.037
C (1.97137, 4.04372, -1.84084)  0.056
C (1.81884, 3.00392, -0.85702)  0.221
C (3.93562, 4.67017, -0.95025)  0.295
C (1.50896, -2.35236, 2.64117)  -0.230
C (0.80631, -3.54084, 2.55773)  -0.109
C (0.36613, 1.35641, -2.04991)  -0.212
C (0.86746, -1.16720, 2.73392)  -0.195
C (-1.25480, -2.42193, 2.52107)  -0.154
C (-0.64803, 0.40874, -1.98166)  -0.138
C (0.07250, 1.64739, 0.35354)  0.361
C (-0.99937, 0.73845, 0.35758)  0.288
C (-0.62080, -3.58376, 2.43179)  -0.214
C (0.74599, 1.99269, -0.85871)  -0.154
C (-0.55239, -1.12936, 2.65035)  -0.034
C (-1.31297, 0.08718, -0.81766)  -0.054
N (4.97571, 5.48645, -1.13685)  -0.799
C (-1.25278, 0.21077, 2.67091)  -0.108
C (-3.03378, -2.13299, -2.53494)  -0.400
C (-3.24089, -0.71426, -2.12774)  -0.408
C (-1.86686, -2.27516, -1.60088)  -0.394
C (-2.36995, -0.93264, -0.97951)  -0.235
H (-1.11062, -6.67476, 2.42462)  0.500
H (4.77086, 3.78420, 0.81755)  0.215
H (2.60262, -2.43959, 2.47080)  0.219
H (1.40787, -4.41469, 2.26201)  0.215
H (1.05571, 1.58159, -2.87654)  0.227
H (1.39002, -0.24519, 2.91254)  0.223
H (-2.34689, -2.32076, 2.39805)  0.232
H (-0.84436, -0.32462, -2.77135)  0.205
H (4.68109, 6.24363, -1.76011)  0.404
H (5.81210, 5.03034, -1.27050)  0.387
H (-0.64846, 0.98904, 3.18706)  0.206
H (-2.05877, 0.10474, 3.40681)  0.203
H (-3.87743, -2.70364, -2.26706)  0.203
H (-2.74682, -2.43180, -3.52230)  0.200
H (-4.25042, -0.60350, -1.89907)  0.211
H (-2.96685, -0.00350, -2.98000)  0.216
H (-0.93861, -2.36724, -2.08247)  0.203
H (-1.89738, -3.02158, -0.80634)  0.214
H (-2.91735, -1.16289, -0.03506)  0.236

Cartesian forces (eV/Å) of the 3 atoms listed first:
N 2.5986 -0.6434 2.3685
O 0.2430 -1.1720 0.4485
F -0.3952 -1.0562 -2.1264

Output
HOMO level = -8.6 eV
energy above the lowest of the compared OMol25 structures with the same formula, charge and spin = 100.6 kcal/mol
SMILES string = N#Cc1nc(N)cnc1-c1ccc(C2CCC2)c(OCc2cccc(C(=O)O)c2)c1F
HOMO-LUMO gap = 8.19 eV
maximum force = 5.50 eV/A
multiplicity = 1

=====

5.
The following is a DFT calculation (wB97M-V/def2-TZVPD) of a structure of composition C23H19I2MnN4O at a distorted geometry.

Last column: natural (NBO) charge in e.
Element x y z (Å)
Mn (-0.95572, 0.36251, -1.25906)  1.268
I (0.17338, -2.21540, 5.54589)  0.138
C (-0.39331, -1.53058, 3.59114)  -0.049
C (-1.77123, -1.63705, 3.34694)  -0.538
C (-2.54361, -1.21967, 2.25110)  -0.260
I (-4.77653, -1.53360, 2.58796)  0.171
C (-2.38446, -0.65465, 1.08789)  0.551
O (-2.52604, -0.18852, -0.01418)  -0.655
C (0.48897, -0.56036, 1.41860)  -0.072
C (1.86279, -0.18821, 0.74460)  -0.206
N (1.65280, 0.06047, -0.67772)  -0.647
C (2.18542, 1.26901, -1.29742)  -0.249
C (1.48427, 1.52830, -2.62081)  0.247
C (2.14032, 2.07524, -3.71678)  -0.226
C (1.45253, 2.25610, -4.90821)  -0.111
C (0.10502, 1.91625, -4.96625)  -0.236
C (-0.48957, 1.40795, -3.82943)  0.043
N (0.17970, 1.19771, -2.68624)  -0.539
C (0.64728, -1.07400, 2.82999)  -0.497
H (-2.34458, -2.09218, 4.13975)  0.246
H (2.56128, -1.01313, 0.90910)  0.218
H (2.26590, 0.69761, 1.23754)  0.213
H (1.93983, -0.74650, -1.22283)  0.383
H (3.26962, 1.20996, -1.46557)  0.206
H (1.98647, 2.11405, -0.62849)  0.228
H (3.18161, 2.35320, -3.64967)  0.243
H (1.95244, 2.64734, -5.77887)  0.243
H (-0.46464, 2.03767, -5.87183)  0.248
H (-1.55360, 1.15134, -3.81682)  0.204
H (1.63868, -1.05227, 3.25572)  0.230
C (-1.27735, 3.36006, 1.66425)  -0.233
C (-0.92581, 2.70181, 2.83260)  -0.119
C (-0.38674, 1.42904, 2.75662)  -0.220
C (-0.24012, 0.79698, 1.51849)  0.237
N (-0.52555, 1.47921, 0.39949)  -0.535
C (-1.02855, 2.71419, 0.46950)  0.038
C (0.00395, -1.76011, 0.56649)  0.242
C (0.27522, -3.05302, 1.02265)  -0.238
C (-0.02471, -4.15187, 0.23794)  -0.122
C (-0.58053, -3.95423, -1.01811)  -0.244
C (-0.74813, -2.65191, -1.44070)  0.043
N (-0.44426, -1.59393, -0.68728)  -0.540
H (-1.70123, 4.34937, 1.67782)  0.242
H (-1.05067, 3.17320, 3.79476)  0.240
H (-0.06623, 0.94442, 3.66350)  0.271
H (-1.21636, 3.20339, -0.48168)  0.202
H (0.74099, -3.20976, 1.98208)  0.265
H (0.19165, -5.14450, 0.59932)  0.238
H (-0.84543, -4.77969, -1.65743)  0.240
H (-1.11514, -2.43124, -2.43637)  0.196

Cartesian forces (eV/Å) of the 3 atoms listed first:
Mn 0.4204 -1.0242 1.7410
I -0.1354 0.1861 -0.5833
C 0.2563 -0.0717 -0.1960

Output
HOMO level (alpha / beta) = -8.3 / -8.3 eV
HOMO-LUMO gap (alpha / beta) = 4.47 / 4.51 eV
total charge = +1
maximum force = 2.06 eV/A
multiplicity = 2

=====

Among the records above, which one has the highest maximum force?
C23H19FN4O3